256
Properties=species:S:1:pos:R:3:mulliken_charge:R:1 method="wB97M-V/def2-TZVPD" total_energy_ev=-148450.978 homo_lumo_gap_ev=8.84 charge=0 e_homo_ev=-8.38
C 3.921 6.024 4.214 -0.866
O 2.520 5.728 4.068 -0.115
C 1.848 6.744 3.316 -0.567
C 0.473 6.333 2.868 -1.034
N 0.449 5.080 2.009 0.331
C -0.773 4.711 1.345 -0.766
C -0.375 3.680 0.288 0.311
O 0.235 4.255 -0.802 0.941
C -0.672 4.811 -1.710 -0.970
H 4.504 5.154 4.510 0.249
H 4.284 6.820 4.931 0.270
H 4.311 6.332 3.222 0.315
H 2.443 6.894 2.379 0.218
H 1.801 7.667 3.852 0.500
H 0.100 7.218 2.293 0.401
H -0.215 6.141 3.718 0.332
H 1.151 5.185 1.283 -0.233
H -1.169 5.578 0.826 0.405
H -1.507 4.373 2.092 0.120
H -1.210 3.096 -0.084 -0.110
H 0.350 3.026 0.779 -0.371
H -0.013 5.099 -2.515 0.252
H -1.204 5.709 -1.316 0.214
H -1.359 4.041 -2.098 0.152
C -7.132 5.543 2.688 -0.735
O -6.708 5.548 3.987 -0.255
C -6.827 6.834 4.568 -0.430
C -6.591 6.655 6.078 -1.134
N -5.629 5.741 6.514 -0.232
C -4.259 6.045 6.358 -0.399
C -3.359 5.045 6.953 -0.805
O -3.278 4.005 6.026 -0.202
C -2.616 2.861 6.605 -0.801
H -8.198 5.699 2.584 0.337
H -6.941 4.557 2.289 0.159
H -6.581 6.340 2.129 0.317
H -7.805 7.263 4.311 0.465
H -6.081 7.525 4.091 0.317
H -7.534 6.322 6.470 0.394
H -6.409 7.598 6.565 0.453
H -5.796 4.797 6.221 0.277
H -4.095 7.155 6.662 0.385
H -3.936 6.186 5.298 0.235
H -3.714 4.729 7.927 0.370
H -2.362 5.467 6.953 0.376
H -2.382 2.109 5.822 0.025
H -3.190 2.365 7.385 0.469
H -1.635 3.247 6.926 0.353
C 4.173 -0.492 5.933 -0.483
O 3.045 -1.122 6.509 -0.137
C 2.952 -0.890 7.896 -0.790
C 1.492 -1.067 8.341 -1.038
N 0.698 -0.152 7.575 1.704
C -0.620 0.002 8.059 -0.492
C -0.814 0.965 9.257 -0.749
O -0.189 0.598 10.494 -0.454
C 0.689 1.649 11.038 -0.532
H 4.164 0.609 6.068 0.320
H 4.307 -0.798 4.869 -0.228
H 5.069 -0.911 6.386 0.444
H 3.316 0.086 8.137 0.438
H 3.612 -1.604 8.380 0.482
H 1.380 -0.842 9.388 0.511
H 1.205 -2.135 8.360 0.324
H 0.634 -0.306 6.558 -1.013
H -1.033 -0.906 8.480 0.341
H -1.224 0.251 7.160 0.211
H -1.882 1.082 9.484 0.323
H -0.455 1.952 8.960 0.363
H 0.939 1.381 12.054 0.279
H 0.250 2.665 11.074 0.285
H 1.601 1.593 10.403 0.180
C -1.805 -6.210 -6.808 -0.863
O -1.386 -5.658 -5.550 -0.002
C 0.045 -5.734 -5.507 -0.748
C 0.534 -5.097 -4.256 -0.638
N 0.843 -6.027 -3.164 0.835
C 1.926 -6.998 -3.406 -0.701
C 1.448 -8.420 -3.263 -0.947
O 0.530 -8.773 -4.283 -0.066
C 0.185 -10.108 -4.495 -0.892
H -1.532 -5.462 -7.590 0.103
H -2.862 -6.420 -6.715 0.258
H -1.259 -7.137 -7.010 0.333
H 0.513 -5.223 -6.323 0.507
H 0.399 -6.786 -5.520 0.539
H -0.189 -4.334 -3.974 -0.769
H 1.497 -4.609 -4.480 1.076
H 1.011 -5.452 -2.348 -0.382
H 2.798 -6.821 -2.765 0.413
H 2.183 -6.919 -4.474 0.296
H 1.020 -8.436 -2.264 0.289
H 2.316 -9.067 -3.239 0.608
H -0.483 -10.467 -3.655 0.271
H 1.047 -10.803 -4.638 0.300
H -0.312 -10.040 -5.484 0.263
C -1.045 -2.241 -7.889 -0.596
C -1.692 -2.266 -6.534 0.980
O -2.017 -0.935 -6.253 -0.598
O -0.248 -3.402 -8.061 -0.570
H -0.479 -1.322 -8.065 0.108
H -1.845 -2.184 -8.660 0.296
H -0.976 -2.737 -5.799 -0.734
H -2.550 -2.960 -6.451 0.533
H -2.505 -0.827 -5.429 0.223
H 0.595 -3.089 -8.383 0.289
C -0.681 1.945 -6.506 -0.762
C -1.701 2.088 -5.359 -0.572
O -0.975 2.104 -4.123 0.286
O 0.066 0.873 -6.297 0.988
H -0.145 2.887 -6.350 0.323
H -1.239 1.988 -7.450 0.558
H -2.322 1.199 -5.343 -0.119
H -2.277 2.993 -5.552 0.376
H -1.730 1.852 -3.514 -0.139
H -0.577 0.203 -6.103 -0.480
C -4.601 0.696 -2.403 -0.084
C -4.905 -0.049 -3.731 -0.962
O -3.731 -0.766 -4.203 -0.308
O -3.375 1.482 -2.523 -0.477
H -4.414 0.035 -1.630 0.183
H -5.502 1.385 -2.239 0.266
H -5.162 0.599 -4.548 0.467
H -5.708 -0.723 -3.441 0.370
H -3.541 -1.508 -3.554 0.094
H -3.056 1.582 -1.621 0.043
C 4.236 -1.457 -2.150 -1.632
C 3.586 -2.603 -1.475 0.710
O 2.712 -3.306 -2.323 -0.732
O 3.379 -0.362 -2.498 0.583
H 4.887 -1.707 -3.001 0.235
H 4.958 -1.006 -1.483 0.532
H 2.940 -2.165 -0.694 -0.612
H 4.342 -3.266 -1.067 0.576
H 1.803 -3.054 -2.141 -0.400
H 3.164 -0.471 -3.445 -0.229
C 2.812 -4.890 2.010 -0.691
C 1.868 -4.905 0.803 0.111
O 1.114 -3.677 0.895 0.082
O 3.861 -3.916 2.021 -0.609
H 3.265 -5.869 2.188 0.459
H 2.170 -4.736 2.877 0.165
H 1.101 -5.733 1.008 0.250
H 2.367 -4.921 -0.158 -0.073
H 0.309 -3.756 0.350 -0.302
H 3.553 -3.007 2.221 0.157
C -3.571 -6.299 -3.120 -0.762
C -2.516 -7.334 -2.794 -0.218
O -1.580 -6.783 -1.849 -0.724
O -3.072 -5.066 -3.526 -0.417
H -4.344 -6.003 -2.427 0.467
H -4.157 -6.840 -3.890 0.309
H -2.048 -7.612 -3.726 0.115
H -3.082 -8.126 -2.294 0.392
H -0.701 -6.681 -2.340 0.108
H -2.327 -5.198 -4.109 0.298
C 3.690 4.211 1.171 -0.123
C 3.770 5.294 0.080 -0.440
O 2.491 5.774 -0.140 -0.582
O 2.807 3.228 0.756 0.556
H 3.201 4.482 2.063 -0.138
H 4.669 3.790 1.443 0.453
H 4.256 4.753 -0.770 -0.178
H 4.446 6.083 0.428 0.582
H 1.900 5.064 -0.613 0.269
H 3.098 2.824 -0.070 -0.248
C -3.136 1.111 1.685 0.808
C -4.359 1.979 1.809 -1.113
O -4.088 3.319 1.549 -0.473
O -2.726 1.180 0.332 1.005
H -3.317 0.050 2.047 0.178
H -2.299 1.508 2.351 -0.365
H -4.763 1.877 2.855 0.274
H -5.057 1.661 1.020 0.365
H -3.269 3.554 2.072 0.243
H -1.809 0.853 0.305 -0.429
C 2.233 2.909 -3.437 0.357
C 3.685 2.975 -3.074 -1.038
O 3.966 2.214 -1.924 -0.493
O 1.969 1.692 -4.168 0.890
H 2.065 3.668 -4.199 0.391
H 1.570 3.129 -2.539 -0.579
H 3.899 3.979 -2.721 0.416
H 4.379 2.810 -3.889 0.426
H 3.759 1.274 -2.078 0.377
H 1.061 1.705 -4.458 -0.631
C 2.181 -2.233 -6.041 4.001
C 3.169 -2.578 -7.194 -1.364
O 2.625 -2.603 -8.526 -0.686
O 2.900 -2.024 -4.848 -0.940
H 1.481 -3.006 -5.792 -1.773
H 1.595 -1.330 -6.312 -0.849
H 3.485 -3.612 -7.066 0.428
H 3.995 -1.876 -7.087 0.352
H 2.367 -1.702 -8.681 0.458
H 2.623 -2.722 -4.196 0.202
C -2.552 -3.791 0.080 -1.328
C -3.058 -2.539 -0.639 0.913
O -2.929 -2.592 -2.006 -0.256
O -1.363 -4.331 -0.590 -0.226
H -3.336 -4.557 -0.031 0.419
H -2.232 -3.646 1.097 0.422
H -2.482 -1.699 -0.242 -0.741
H -4.083 -2.279 -0.306 0.547
H -3.098 -3.517 -2.333 0.102
H -1.669 -5.143 -1.114 0.122
C 3.633 0.002 1.762 -0.855
C 2.166 0.162 2.035 2.113
O 1.358 -0.914 1.555 2.781
O 4.150 -1.160 2.455 -0.733
H 4.132 0.897 2.106 0.444
H 3.825 -0.086 0.714 0.045
H 1.820 1.109 1.628 -0.154
H 2.141 0.253 3.123 -1.569
H 1.490 -1.594 2.213 -1.432
H 5.042 -1.341 2.167 0.307
C 3.731 1.237 -7.464 -0.240
C 2.963 0.917 -8.750 -0.427
O 1.881 0.147 -8.448 -0.567
O 3.066 2.191 -6.649 -0.592
H 4.670 1.600 -7.847 0.460
H 3.982 0.313 -6.965 -0.047
H 3.674 0.336 -9.405 0.371
H 2.669 1.841 -9.302 0.301
H 1.454 0.572 -7.687 0.109
H 2.909 1.937 -5.676 0.173
C 0.660 3.010 5.014 0.452
C 1.877 2.254 5.557 -0.039
O 2.134 2.358 6.957 -0.757
O 0.362 2.595 3.684 0.532
H 0.729 4.107 5.066 0.506
H -0.184 2.634 5.603 -1.043
H 2.752 2.596 5.108 0.633
H 1.752 1.272 5.207 -0.040
H 1.721 1.613 7.406 0.046
H 0.545 3.260 3.054 -0.784
C -0.014 -2.337 4.307 -1.148
C -0.762 -1.075 3.911 1.393
O -0.067 0.007 4.548 1.040
O 1.409 -2.226 4.174 -0.508
H -0.284 -3.130 3.636 0.529
H -0.255 -2.669 5.317 0.342
H -1.855 -1.071 4.220 0.403
H -0.556 -0.915 2.853 -0.998
H -0.003 0.779 3.954 -0.860
H 1.607 -1.431 4.678 -0.264
C 0.105 -0.157 -1.484 -0.525
C -0.334 -1.165 -2.665 0.919
O 0.111 -2.522 -2.585 2.909
O -0.594 -0.406 -0.305 0.560
H -0.006 0.782 -1.981 -0.108
H 1.211 -0.310 -1.358 -0.077
H 0.112 -0.723 -3.551 -0.288
H -1.453 -1.026 -2.742 -0.795
H -0.468 -2.973 -1.987 -0.922
H -0.017 -0.812 0.393 -0.572